13
Properties=species:S:1:pos:R:3:forces:R:3:mulliken_charge:R:1 method="wB97M-V/def2-TZVPD" de_lowest_ev=5.462 spin_multiplicity=1 smiles="C/C(CO)=N/O" charge=0 homo_energy_ev="-9.1 / -9.1"
C -0.91501 1.28762 0.30456 -0.091 0.300 0.486 -0.711
C -0.17057 0.32392 -0.52863 -0.365 -0.397 0.274 0.217
C 1.24372 -0.03459 -0.09886 -0.153 0.159 0.115 -0.246
O 1.81559 -1.06057 -0.85236 -0.101 -0.286 0.069 -0.527
N -1.05294 -0.51392 -1.00979 0.139 0.462 0.097 -0.455
O -0.81168 -1.68471 -0.21640 0.067 -0.664 0.352 -0.366
H -1.89677 1.54329 -0.10522 0.284 0.070 0.071 0.332
H -1.10948 0.51370 1.12765 -0.072 1.366 -0.239 0.176
H -0.36543 2.11154 0.74237 0.010 0.308 -0.060 0.321
H 1.26101 -0.25361 0.98545 -0.044 0.062 -0.134 0.207
H 1.88085 0.85207 -0.23561 -0.267 -0.099 -0.019 0.350
H 1.21631 -1.81598 -0.76411 0.122 0.010 -0.090 0.350
H -1.09558 -1.26875 0.65095 0.469 -1.291 -0.923 0.352

=====

13
Properties=species:S:1:pos:R:3:forces:R:3:mulliken_charge:R:1 method="wB97M-V/def2-TZVPD" de_lowest_ev=1.457 spin_multiplicity=1 smiles="C/N=C(/O)OC" charge=0 homo_energy_ev=-9.3
C 0.74982 -0.60267 1.97483 0.192 -0.019 0.112 -0.715
N -0.53447 -0.51006 1.31078 -0.023 0.126 -0.385 -0.584
C -0.58313 -0.09056 0.12207 0.075 -0.112 0.320 0.852
O -1.76013 0.01060 -0.53209 -0.088 -0.046 0.107 -0.507
O 0.46730 0.29318 -0.61835 -0.063 -0.066 0.195 -0.335
C 0.23564 0.69248 -1.96698 -0.029 0.095 -0.282 -0.645
H 0.76920 -1.51124 2.58527 -0.002 0.149 -0.093 0.266
H 0.88249 0.24873 2.65398 -0.013 -0.120 -0.092 0.242
H 1.60305 -0.62422 1.28567 -0.128 -0.007 0.095 0.279
H -2.41960 -0.29540 0.10929 0.050 0.044 -0.108 0.341
H -0.21108 -0.11967 -2.54687 0.075 0.110 0.079 0.296
H 1.21869 0.94089 -2.36864 -0.148 -0.036 0.056 0.225
H -0.41778 1.56795 -2.00897 0.102 -0.117 -0.002 0.287

=====

13
Properties=species:S:1:pos:R:3:forces:R:3:mulliken_charge:R:1 method="wB97M-V/def2-TZVPD" de_lowest_ev=1.295 spin_multiplicity=2 charge=+1 homo_energy_ev="-15.3 / -15.3"
C 0.35509 1.77956 0.89868 0.012 0.293 0.110 0.177
N -0.02314 0.78956 -0.02588 -0.535 -0.156 0.279 0.059
C -0.23988 -0.57983 0.29813 0.474 0.059 -0.052 -0.356
C 0.00976 -1.48691 -0.90223 -0.443 -1.219 0.137 -0.526
O -0.43252 -2.75908 -0.45171 0.137 0.144 -0.237 -0.487
O 0.36836 2.91818 0.52108 0.000 -0.010 -0.003 -0.295
H 0.56061 1.43130 1.91584 0.103 -0.090 -0.044 0.351
H -0.33262 1.16490 -0.92713 0.152 -0.053 -0.130 0.366
H 0.41898 -0.85375 1.12662 -0.045 0.056 0.087 0.307
H -1.26793 -0.72230 0.68762 -0.081 0.102 -0.246 0.331
H -0.55654 -1.20311 -1.79595 0.150 0.377 0.080 0.385
H 1.08099 -1.51363 -1.09161 0.130 0.217 -0.273 0.360
H -0.24342 -3.43232 -1.12662 -0.054 0.280 0.291 0.328

=====

14
Properties=species:S:1:pos:R:3:forces:R:3:mulliken_charge:R:1 method="wB97M-V/def2-TZVPD" de_lowest_ev=5.000 spin_multiplicity=1 charge=0 homo_energy_ev=-9.6
C -0.96757 -0.21993 -2.04257 -0.109 1.840 -1.694 -0.297
C -1.05140 1.18232 -1.62983 3.455 -4.783 -2.319 -0.048
C 1.04847 -1.22234 1.87902 -0.127 3.069 -1.611 -1.010
N 0.12016 0.86816 -1.99914 -1.187 0.671 0.543 -0.441
O -0.90412 0.04486 0.64182 -2.516 -0.011 0.589 -0.564
O 1.15592 1.21948 1.30817 0.281 -1.135 -0.186 -0.528
S 0.50773 -0.10408 0.48057 3.184 0.126 2.283 0.752
H -1.00195 -0.98801 -1.32539 0.143 -0.825 0.535 0.167
H -1.27707 -0.41269 -3.06319 -0.013 -0.465 0.096 0.262
H -1.74028 1.84051 -1.40259 -2.688 3.724 1.428 0.375
H 0.19596 -1.28511 2.46167 -1.402 0.074 1.597 0.303
H 1.23827 -2.10501 1.43830 0.718 -3.327 -1.461 0.371
H 1.93710 -0.81876 2.29484 0.521 0.404 0.658 0.343
H 0.73878 2.00059 0.95833 -0.258 0.636 -0.459 0.317

=====

14
Properties=species:S:1:pos:R:3:forces:R:3:mulliken_charge:R:1 method="wB97M-V/def2-TZVPD" de_lowest_ev=0.919 spin_multiplicity=1 smiles="C[C@](O)(S)C(N)=O" charge=0 homo_energy_ev=-9.4
C -1.24919 1.08775 -0.48276 2.126 0.573 1.661 -1.335
C -0.40308 -0.19188 -0.40485 -0.329 -1.023 0.568 0.514
O -0.51984 -0.90426 -1.56703 1.293 -0.387 -0.692 -0.611
S -1.15511 -1.31856 1.03343 -0.731 1.918 -0.453 -0.212
C 1.10609 -0.18007 -0.01825 0.711 -0.376 1.459 0.543
N 1.39043 0.59636 1.09383 3.642 -0.746 -0.421 -0.458
O 1.93281 -0.93222 -0.55424 -1.615 1.517 0.138 -0.639
H -1.67706 1.35580 0.48934 0.281 0.012 -0.096 0.358
H -0.66784 1.94905 -0.86001 -0.173 -0.478 0.135 0.290
H -2.04312 0.90912 -1.11892 -1.567 -0.492 -1.433 0.439
H 0.37566 -1.33980 -1.68389 -1.059 0.361 -0.029 0.405
H -0.20348 -2.16240 0.84858 1.104 -1.294 -0.087 0.145
H 0.65398 0.63705 1.77775 0.072 0.180 0.216 0.263
H 2.45977 0.49405 1.44703 -3.754 0.236 -0.965 0.299

=====

14
Properties=species:S:1:pos:R:3:forces:R:3:mulliken_charge:R:1 method="wB97M-V/def2-TZVPD" de_lowest_ev=4.986 spin_multiplicity=1 smiles="NC[C@@H](O)C(=O)S" charge=0 homo_energy_ev=-9.0
N -0.10757 1.42314 1.36717 5.810 1.642 0.978 -0.711
C -0.52646 0.12168 1.02184 -1.966 -0.386 -0.419 -0.582
C 0.62764 -0.52072 0.16179 -0.798 -3.661 -0.974 0.281
O 0.15619 -1.93728 0.11267 0.647 -0.390 0.016 -0.595
C 0.22388 0.11393 -1.08019 1.036 6.706 0.315 0.504
O 0.29883 1.38512 -1.19494 1.346 -2.387 -0.214 -0.687
S -0.76278 -0.60470 -2.13156 -2.042 -5.839 -1.187 -0.198
H 0.83857 1.05443 2.09625 -3.378 2.203 -2.487 0.285
H 0.49236 1.90737 0.41971 -2.485 -1.854 3.324 0.387
H -1.65575 0.05970 0.45767 3.396 0.275 1.003 0.242
H -0.75544 -0.37947 1.96130 0.437 -0.676 -0.210 0.354
H 1.77355 -0.39372 0.29658 -2.155 -0.098 0.718 0.265
H 0.36251 -2.59971 -0.60645 0.413 1.811 0.807 0.313
H -0.96554 0.37024 -2.88184 -0.259 2.654 -1.669 0.142

=====

14
Properties=species:S:1:pos:R:3:forces:R:3:mulliken_charge:R:1 method="wB97M-V/def2-TZVPD" de_lowest_ev=8.783 spin_multiplicity=1 charge=0 homo_energy_ev=-9.1
O 1.97190 -0.82480 -0.74284 -2.250 0.855 2.117 -0.586
C 0.83722 -0.35897 0.49629 -2.620 -4.484 1.431 0.704
O 1.14813 -0.19796 1.64321 0.309 0.567 -1.793 -0.374
C -0.63730 -0.91420 -0.14149 2.078 0.823 -0.062 -0.319
C -0.27202 0.50979 -0.39452 -6.820 1.418 -1.526 -0.216
S -1.54642 1.53763 0.13947 1.716 0.385 0.300 -0.117
N -0.38735 -1.88551 -1.11888 0.498 -0.688 -0.369 -0.595
H 2.12411 -0.27995 0.02404 4.721 1.037 -0.267 0.209
H -1.57304 -1.02479 0.45156 1.447 0.002 0.477 0.368
H -0.05213 0.82388 -1.39544 1.695 0.079 -0.286 0.312
H 1.11197 2.45538 1.73447 -0.064 -0.326 0.038 -0.229
H 1.26730 3.17179 1.74199 0.074 0.331 -0.012 0.215
H 0.62203 -1.97137 -1.28241 -0.420 -0.323 0.316 0.394
H -0.76090 -1.62487 -2.01490 -0.363 0.324 -0.364 0.235

=====

14
Properties=species:S:1:pos:R:3:forces:R:3:mulliken_charge:R:1 method="wB97M-V/def2-TZVPD" de_lowest_ev=3.969 spin_multiplicity=3 charge=0 homo_energy_ev="-5.3 / -10.7"
C 1.12868 -0.03971 -0.31546 4.392 1.374 1.164 -0.251
C 2.30077 0.76459 0.36564 -0.783 -2.118 -1.815 -0.871
C -2.44516 -0.98206 -0.29633 2.527 2.102 -2.374 -0.564
N -0.12290 0.11815 -0.19009 -3.444 2.398 2.311 -0.285
O -1.86059 2.02765 -0.29427 -1.188 1.540 -0.839 -0.457
O -2.16259 -0.16536 0.85204 -1.950 0.151 0.839 -0.279
S -1.29687 1.17320 0.68047 2.183 -3.760 -1.199 0.611
H 1.37972 -0.66667 -1.07582 0.937 -1.727 -2.340 0.466
H 2.57528 0.21608 1.22498 0.424 -0.538 1.288 0.257
H 3.21469 0.74460 -0.29293 -1.192 0.647 0.486 0.261
H 1.88195 1.67579 0.69158 0.153 1.555 0.041 0.286
H -1.57350 -1.65697 -0.41420 -0.390 0.418 -0.159 0.223
H -2.55661 -0.29568 -1.24262 0.228 -1.355 1.735 0.299
H -3.28360 -1.58516 -0.22392 -1.897 -0.687 0.861 0.304

=====

14
Properties=species:S:1:pos:R:3:forces:R:3:mulliken_charge:R:1 method="wB97M-V/def2-TZVPD" de_lowest_ev=1.083 spin_multiplicity=2 charge=+1 homo_energy_ev="-14.6 / -14.1"
O -2.07772 -0.82118 0.09325 0.048 -0.209 0.507 -0.501
C -1.19273 -0.70524 -0.70298 -0.967 1.022 -0.121 0.462
O -1.41183 -0.59287 -2.01738 0.874 0.222 0.150 -0.424
C 0.25965 -0.43399 -0.28034 0.607 -0.474 -0.418 0.089
C 0.19496 0.24976 1.12488 -1.646 -0.698 1.427 -0.759
S 1.68108 0.88774 1.82578 -0.117 -0.038 -0.314 0.111
N 0.93314 0.26899 -1.30812 1.371 1.036 0.463 -0.522
H -2.29962 -0.23313 -2.14086 -0.412 -0.503 -0.068 0.375
H 0.71549 -1.41083 -0.05643 0.179 0.223 -0.518 0.334
H -0.62863 0.98725 1.11906 0.528 0.560 -0.403 0.495
H -0.30160 -0.45852 1.81044 0.616 0.044 0.065 0.467
H 1.47122 0.68307 3.15936 -0.199 -0.097 -0.445 0.286
H 0.70970 1.25912 -1.38820 -0.882 -0.254 -0.307 0.263
H 1.94692 0.31981 -1.23845 0.000 -0.834 -0.018 0.324

=====

15
Properties=species:S:1:pos:R:3:forces:R:3:mulliken_charge:R:1 method="wB97M-V/def2-TZVPD" de_lowest_ev=2.986 spin_multiplicity=3 charge=0 homo_energy_ev="-6.7 / -8.5"
C 0.38324 -0.59956 0.63460 1.441 -1.920 -1.166 0.386
C -1.15972 -2.28200 -0.12854 -1.601 3.007 -1.271 -0.696
C -0.48579 1.53794 0.71360 -1.956 0.582 -0.031 -0.750
N 1.81651 -1.27743 -0.35451 -3.702 0.126 0.927 -0.309
O -0.78458 -0.88208 0.06674 0.107 0.038 0.092 -0.250
O 0.58691 0.64153 0.98180 -0.316 0.364 -0.513 -0.137
S 3.66282 1.24785 -0.36639 0.953 -0.881 1.400 -0.294
S 3.19702 -0.89061 0.05606 1.251 0.891 -0.044 0.075
H -0.29476 -2.73882 -0.42382 1.823 -1.758 -1.001 0.405
H -2.00661 -2.24942 -0.84721 1.033 -0.079 -0.021 0.202
H -1.59370 -2.64727 0.73046 -0.449 -0.890 2.265 0.296
H -0.15286 2.53708 0.82978 0.982 0.796 -0.198 0.316
H -1.27763 1.49064 1.47257 0.204 -0.644 0.054 0.296
H -1.02474 1.43958 -0.25686 0.987 -0.278 0.506 0.306
H 4.64205 1.01062 0.60725 -0.757 0.647 -0.998 0.154